Formula: C47H42N10O3SbW
Source: the OMol25 dataset
Level of theory: ωB97M-V with the def2-TZVPD basis set

Structure (ORCA input):
```
! wB97M-V def2-TZVPD RIJCOSX def2/J DEFGRID3
* xyz 1 1
W -0.849 0.940 -0.837
Sb 3.533 -1.077 -1.082
O -0.160 2.690 -1.761
O -1.294 2.959 0.037
O 3.272 -0.869 3.746
N -4.057 1.609 -1.878
N -1.936 0.830 -2.648
N -0.380 -0.307 -4.189
N 1.635 0.610 4.146
N -2.476 -0.707 1.928
N 1.182 0.896 -0.088
N -0.508 0.260 1.283
N 0.406 -0.098 -1.946
N 2.219 1.800 0.278
N -2.802 0.525 -0.126
C 0.881 -1.253 0.087
C 1.069 3.032 4.202
C -1.452 0.286 -3.912
C -0.428 -3.181 4.596
C 2.390 -0.139 3.318
C 0.809 -3.716 4.276
C 1.350 -1.860 -3.333
C 2.939 -3.576 -2.710
C -2.533 0.500 -4.896
C -4.957 1.257 0.343
C 0.666 1.631 3.763
C 2.785 1.289 1.298
C -4.847 1.136 -6.232
C 2.510 -2.258 -2.608
C -3.889 1.206 -0.663
C -2.603 0.207 -6.242
C 1.831 0.392 5.587
C 1.463 -0.297 -0.996
C 4.582 0.693 -1.608
C 5.296 -2.303 -0.858
C -3.169 0.031 1.109
C -1.137 -0.746 1.851
C -1.015 -2.270 3.739
C 2.232 -0.042 1.770
C -7.036 1.608 1.408
C 2.276 -4.512 -3.497
C 1.153 -4.123 -4.195
C -4.772 1.419 -4.874
C 1.680 -2.206 0.912
C -0.393 -1.857 2.555
C 2.915 -1.308 1.089
C 1.425 -3.352 3.092
C 0.865 -2.438 2.206
C -3.782 0.538 -6.904
C -6.211 1.834 0.312
C 0.702 -2.810 -4.110
C -3.592 1.092 -4.231
C 0.755 -0.426 -3.308
C 1.788 0.573 -3.867
C -0.281 4.945 -0.904
C -6.620 0.811 2.474
C -5.362 0.219 2.486
C -3.178 1.227 -2.832
C -0.597 3.493 -0.863
C 3.095 1.032 6.144
C -4.543 0.465 1.402
C 0.868 -0.032 0.995
H -8.023 2.052 1.434
H 5.254 0.475 -2.438
H 1.140 3.115 5.286
H -0.933 -3.466 5.510
H 1.849 -0.683 5.761
H 3.168 0.831 7.213
H 0.538 1.622 2.690
H 5.177 0.990 -0.746
H 5.964 -1.751 -0.196
H 2.385 -3.787 2.838
H 5.081 -3.270 -0.406
H -5.593 1.877 -4.340
H 3.716 -1.714 1.697
H -5.748 1.379 -6.780
H -0.302 1.366 4.201
H 0.483 5.148 -1.649
H 1.893 -3.174 0.455
H -1.187 5.500 -1.150
H -3.877 0.326 -7.961
H -1.975 -1.838 3.984
H -0.090 -1.639 -0.216
H 2.641 -5.529 -3.555
H 2.034 3.310 3.774
H -0.170 -2.510 -4.674
H 1.291 -4.422 4.940
H 1.833 0.471 -4.950
H -6.529 2.437 -0.527
H -1.773 -0.259 -6.756
H 0.947 0.799 6.080
H 3.975 0.616 5.659
H 0.324 3.750 3.859
H 0.619 -4.832 -4.814
H 3.821 -3.893 -2.167
H 1.488 1.589 -3.608
H 5.779 -2.448 -1.824
H 0.051 5.269 0.081
H 2.781 0.373 -3.474
H 3.606 1.805 1.784
H 3.091 2.113 6.004
H -7.294 0.649 3.305
H -5.037 -0.411 3.303
H 3.891 1.490 -1.864
*
```

Results
E_tot ... -78820.684 eV
Largest force on an atom ... 0.80 eV Å⁻¹
Relative energy (zero: lowest compared OMol25 entry of this formula, charge and spin) ... 4.596 eV
LUMO energy (alpha / beta) ... -3.9 / -3.9 eV
HOMO-LUMO gap (alpha / beta) ... 5.60 / 5.60 eV
HOMO (alpha / beta) ... -0.3480 / -0.3481 Eh

***

Formula: C47H42N2O2P2PtS2
Source: the OMol25 dataset
Level of theory: ωB97M-V with the def2-TZVPD basis set

Structure (ORCA input):
```
! wB97M-V def2-TZVPD RIJCOSX def2/J DEFGRID3
* xyz 4 1
Pt 0.295 -0.716 -0.157
S 0.065 -1.080 2.083
S 1.005 1.206 -1.235
P -1.815 -1.699 -0.226
P 2.214 -2.113 0.019
O -1.742 3.464 2.237
O -0.268 0.159 2.742
N -0.496 2.646 0.546
N 1.250 3.710 -0.601
C 2.411 -2.376 1.777
C 2.012 7.396 0.070
C -2.248 5.808 -1.873
C 0.516 2.669 -0.315
C -1.880 -2.755 1.220
C -4.920 1.562 0.355
C 2.124 -3.652 -0.811
C -1.297 -2.953 3.574
C -1.776 4.746 -1.124
C 3.173 -4.095 -1.642
C -1.769 4.828 0.272
C 3.626 -0.937 -1.985
C 3.759 -3.118 3.613
C -2.945 -4.417 2.582
C 4.256 -0.298 0.295
C 1.823 -1.734 4.051
C 1.050 -4.509 -0.500
C 1.536 6.182 -0.723
C 1.563 -1.764 2.685
C -2.695 7.042 0.156
C 1.019 -5.784 -1.020
C -2.702 6.957 -1.232
C -2.242 5.974 0.912
C -2.140 -2.531 -1.746
C -1.129 -3.106 -2.526
C -2.224 -3.982 3.690
C 2.056 -6.217 -1.847
C 3.128 -5.381 -2.147
C -2.795 -3.909 -4.055
C -3.801 -3.327 -3.291
C -1.371 3.702 1.131
C -2.783 -3.805 1.343
C 3.507 -3.098 2.246
C 2.939 -2.426 4.504
C -2.892 0.814 -0.699
C -3.874 1.776 -0.536
C -1.460 -3.796 -3.676
C 5.239 0.520 -0.221
C 3.466 -1.060 -0.588
C 4.614 -0.115 -2.484
C -2.964 -0.377 0.044
C 5.420 0.607 -1.603
C -1.120 -2.377 2.323
C -4.994 0.387 1.094
C -4.017 -0.581 0.954
C 1.466 4.963 0.180
C -3.483 -2.610 -2.151
H 4.176 -3.604 1.561
H 4.122 -0.368 1.367
H 1.373 7.578 0.936
H 1.887 3.598 -1.381
H -3.655 -5.227 2.689
H 6.199 1.248 -1.997
H -4.267 -2.122 -1.585
H 4.769 -0.036 -3.552
H 3.164 -2.436 5.563
H -2.368 -4.459 4.651
H 2.035 -7.222 -2.249
H -3.051 7.938 0.646
H 2.987 -1.485 -2.669
H -2.257 5.752 -2.953
H -3.369 -4.132 0.491
H -1.448 3.846 -1.632
H -3.072 7.788 -1.818
H 5.881 1.082 0.445
H 2.220 5.984 -1.555
H -4.085 -1.488 1.537
H -5.692 2.312 0.467
H -0.729 -2.639 4.439
H 0.554 6.368 -1.157
H 3.035 7.263 0.424
H -0.721 1.752 0.960
H 2.409 4.819 0.714
H -2.258 6.015 1.993
H 4.621 -3.656 3.984
H -5.817 0.224 1.776
H -4.835 -3.420 -3.596
H 1.991 8.288 -0.553
H 4.027 -3.468 -1.853
H -2.111 0.964 -1.435
H -0.687 -4.244 -4.285
H 0.260 -4.182 0.169
H 3.938 -5.740 -2.768
H -3.052 -4.431 -4.967
H -3.842 2.688 -1.115
H 1.186 -1.192 4.738
H 0.201 -6.451 -0.781
H -0.090 -2.996 -2.250
H 0.677 5.067 0.916
*
```

Results
E_tot ... -99952.955 eV
Largest force on an atom ... 1.39 eV Å⁻¹
Relative energy (zero: lowest compared OMol25 entry of this formula, charge and spin) ... 0.794 eV
LUMO energy ... -13.7 eV
HOMO-LUMO gap ... 4.15 eV
HOMO ... -0.6557 Eh